1.
A 2-piece molecular cluster, C2HN2OP overall in a non-equilibrium geometry, computed with the ωB97M-V functional and the def2-TZVPD basis.

ORCA input file:
```
! wB97M-V def2-TZVPD RIJCOSX def2/J DEFGRID3
* xyz 0 1
P 0.942 -1.751 -1.405
O 0.146 -0.117 0.437
N 3.736 -0.951 -0.950
N 0.092 0.622 -2.811
C 2.631 -1.218 -1.138
C 0.505 -0.265 -2.239
H -0.545 -0.593 0.765
*
```

Calculated values
Relative energy (zero: lowest compared OMol25 entry of this formula, charge and spin)   341.2 kJ/mol
HOMO level (spin up / spin down)   -11.1341 / -11.1311 eV

---

2.
An isolated molecule of C2HN2OP in a non-equilibrium geometry, computed with the ωB97M-V functional and the def2-TZVPD basis.

ORCA input file:
```
! wB97M-V def2-TZVPD RIJCOSX def2/J DEFGRID3
* xyz 0 1
P -0.454 -0.055 1.010
O -1.680 0.053 -0.031
N 1.264 -2.035 -0.141
N 1.231 1.929 -0.303
C 0.511 -1.262 0.217
C 0.471 1.254 0.219
H -1.343 0.114 -0.972
*
```

Calculated values
Structure (SMILES)   N#CP(O)C#N
Relative energy (zero: lowest compared OMol25 entry of this formula, charge and spin)   0.0 kJ/mol
HOMO level   -11.5814 eV

---

3.
An isolated molecule of C2HN3O in a non-equilibrium geometry, computed with the ωB97M-V functional and the def2-TZVPD basis.

ORCA input file:
```
! wB97M-V def2-TZVPD RIJCOSX def2/J DEFGRID3
* xyz 0 1
O 0.493 -0.503 2.934
N -0.790 -0.539 0.979
N -1.024 -0.251 -0.302
N -0.149 0.191 -1.033
C 0.425 0.841 -1.835
C -0.040 -0.454 1.905
H 1.085 0.716 -2.649
*
```

Calculated values
Relative energy (zero: lowest compared OMol25 entry of this formula, charge and spin)   131.9 kJ/mol
HOMO level   -8.6759 eV

---

4.
A 2-piece molecular cluster, C2HN3O2 overall in a non-equilibrium geometry, computed with the ωB97M-V functional and the def2-TZVPD basis.

ORCA input file:
```
! wB97M-V def2-TZVPD RIJCOSX def2/J DEFGRID3
* xyz 0 1
O -0.659 2.294 -0.109
O -1.343 1.393 1.879
N 0.385 -1.495 -1.037
N 1.410 -0.901 0.658
N 0.225 -1.183 0.302
C -0.996 1.852 0.892
C 1.346 -0.522 -0.865
H -0.368 -1.438 -1.719
*
```

Calculated values
Structure (SMILES)   n1c2[nH]n1-2.O=C=O
Relative energy (zero: lowest compared OMol25 entry of this formula, charge and spin)   586.9 kJ/mol
HOMO level   -9.6851 eV

---

5.
An isolated molecule of C2HN3O3 in a non-equilibrium geometry, computed with the ωB97M-V functional and the def2-TZVPD basis.

ORCA input file:
```
! wB97M-V def2-TZVPD RIJCOSX def2/J DEFGRID3
* xyz 0 1
O -1.340 -2.706 -0.095
O 1.026 0.764 1.548
O -0.967 -1.084 -1.538
N -0.167 -1.032 0.579
N 0.308 -2.509 2.515
N -0.919 -1.731 -0.523
C 0.308 0.309 0.726
C 0.076 -1.848 1.628
H -0.191 1.015 0.021
*
```

Calculated values
Structure (SMILES)   N#CN(C=O)[N+](=O)[O-]
Relative energy (zero: lowest compared OMol25 entry of this formula, charge and spin)   631.8 kJ/mol
HOMO level   -11.5412 eV

---

6.
An isolated molecule of C2HN3O3 in a non-equilibrium geometry, computed with the ωB97M-V functional and the def2-TZVPD basis.

ORCA input file:
```
! wB97M-V def2-TZVPD RIJCOSX def2/J DEFGRID3
* xyz 0 1
O 0.095 0.900 -0.129
O 1.060 -0.832 1.105
O 1.960 1.241 1.073
N -0.231 -1.405 -0.793
N -1.902 0.217 -0.943
N 0.706 -1.742 -0.133
C -0.757 -0.046 -0.466
C 1.179 0.462 0.623
H -2.109 1.205 -0.338
*
```

Calculated values
Structure (SMILES)   [H]/N=c1/nnoc(=O)o1
Relative energy (zero: lowest compared OMol25 entry of this formula, charge and spin)   489.5 kJ/mol
HOMO level   -11.4221 eV

---

7.
An isolated molecule of C2HN3O3 in a non-equilibrium geometry, computed with the ωB97M-V functional and the def2-TZVPD basis.

ORCA input file:
```
! wB97M-V def2-TZVPD RIJCOSX def2/J DEFGRID3
* xyz 0 1
O 2.254 -0.292 0.928
O 1.714 -1.368 -0.881
O -1.253 1.762 -0.108
N -1.968 0.657 -0.035
N 1.579 -0.594 0.023
N 0.045 1.473 -0.010
C -1.191 -0.378 0.003
C 0.121 0.192 0.037
H -1.301 -1.453 0.043
*
```

Calculated values
Structure (SMILES)   O=[N+]([O-])c1cnon1
Relative energy (zero: lowest compared OMol25 entry of this formula, charge and spin)   751.6 kJ/mol
HOMO level   -11.8833 eV

---

8.
An isolated ion of composition C2HN5O and charge +2 in a non-equilibrium geometry, computed with the ωB97M-V functional and the def2-TZVPD basis.

ORCA input file:
```
! wB97M-V def2-TZVPD RIJCOSX def2/J DEFGRID3
* xyz 2 1
O -3.247 -0.266 0.098
N 0.006 -1.518 -0.061
N 1.031 -0.708 0.000
N -1.183 -1.143 -0.112
N -2.174 -0.582 0.023
N 1.359 3.031 -0.015
C 1.064 0.562 0.029
C 1.201 1.864 0.003
H 1.943 -1.241 0.036
*
```

Calculated values
Relative energy (zero: lowest compared OMol25 entry of this formula, charge and spin)   309.3 kJ/mol
HOMO level (spin up / spin down)   -20.5794 / -20.5822 eV

---

9.
An isolated molecule of C2HN5O2 in a non-equilibrium geometry, computed with the ωB97M-V functional and the def2-TZVPD basis.

ORCA input file:
```
! wB97M-V def2-TZVPD RIJCOSX def2/J DEFGRID3
* xyz 0 1
O -4.997 0.022 0.217
O -3.482 1.576 0.100
N -0.172 -2.347 0.166
N -1.558 -2.300 -0.051
N 0.587 -0.172 -0.441
N -3.027 -0.467 -0.489
N -3.916 0.462 0.000
C 0.308 -1.235 -0.023
C -2.306 -1.400 -0.273
H 1.031 0.659 -0.181
*
```

Calculated values
Relative energy (zero: lowest compared OMol25 entry of this formula, charge and spin)   428.1 kJ/mol
HOMO level   -9.7591 eV

---

10.
An isolated molecule of C2HNO, computed with the ωB97M-V functional and the def2-TZVPD basis.

ORCA input file:
```
! wB97M-V def2-TZVPD RIJCOSX def2/J DEFGRID3
* xyz 0 1
O -0.403 -0.227 -0.339
N 2.049 -0.405 -0.615
C -0.736 0.417 0.798
C 0.907 -0.368 -0.466
H -1.817 0.582 0.621
*
```

Calculated values
Relative energy (zero: lowest compared OMol25 entry of this formula, charge and spin)   354.1 kJ/mol
HOMO level   -10.4826 eV

---

11.
A 2-piece molecular cluster, C2HNO2 overall in a non-equilibrium geometry, computed with the ωB97M-V functional and the def2-TZVPD basis.

ORCA input file:
```
! wB97M-V def2-TZVPD RIJCOSX def2/J DEFGRID3
* xyz 0 1
O 1.485 -1.258 0.558
O -0.217 1.066 0.402
N -2.404 0.070 0.132
C -1.349 0.500 0.309
C 1.216 -0.395 -0.224
H 1.269 0.019 -1.178
*
```

Calculated values
Relative energy (zero: lowest compared OMol25 entry of this formula, charge and spin)   329.9 kJ/mol
HOMO level   -9.8437 eV

---

12.
An isolated molecule of C2HNO2S in a non-equilibrium geometry, computed with the ωB97M-V functional and the def2-TZVPD basis.

ORCA input file:
```
! wB97M-V def2-TZVPD RIJCOSX def2/J DEFGRID3
* xyz 0 1
S 1.166 2.050 1.186
O 0.057 -1.875 1.296
O -0.361 -0.266 -1.597
N -0.255 -0.021 -0.295
C 0.080 -0.703 0.837
C 0.462 0.666 0.683
H -1.148 0.148 -2.109
*
```

Calculated values
Structure (SMILES)   O=c1c(=S)n1O
Relative energy (zero: lowest compared OMol25 entry of this formula, charge and spin)   478.9 kJ/mol
HOMO level   -9.5477 eV

---

Among the records above, which one has the highest relative energy (zero: lowest compared OMol25 entry of this formula, charge and spin)? number 7